A.
Density functional theory data (wB97M-V/def2-TZVPD) for one molecule with the formula C9H8FNO2.

Each line ends with the natural charge from an NBO analysis.
Element x y z (Å)
H: 0.65 -0.59 -4.36  0.415
N: 0.54 -0.64 -3.29  -0.727
C: -0.01 0.22 -2.56  0.697
F: -0.47 1.41 -3.10  -0.341
C: -0.20 0.17 -1.11  -0.139
C: -1.19 1.06 -0.60  -0.156
C: -1.29 1.19 0.75  -0.203
C: -0.59 0.42 1.67  0.018
C: -0.70 0.57 3.26  -0.618
C: 0.52 -0.31 1.18  -0.138
C: 0.67 -0.58 -0.26  -0.126
C: 1.70 -1.51 -0.50  0.736
O: 2.56 -1.83 0.33  -0.569
O: 1.55 -2.26 -1.63  -0.700
H: -1.76 1.59 -1.32  0.234
H: -2.01 1.90 1.09  0.214
H: -1.56 0.00 3.66  0.224
H: 0.14 0.12 3.63  0.215
H: -0.86 1.68 3.57  0.225
H: 1.05 -0.92 2.00  0.248
H: 1.25 -1.69 -2.41  0.490

Output
2S+1 = 1
structure (SMILES) = [H]/N=C(\F)c1ccc(C)cc1C(=O)O
HOMO energy = -9.8103 eV
frontier orbital gap = 9.185 eV

=====

B.
Density functional theory data (wB97M-V/def2-TZVPD) for a 2-piece molecular cluster, C9H8FNO2 overall.

Each line ends with the natural charge from an NBO analysis.
Element x y z (Å)
C: 0.19 1.13 2.53  -0.211
C: 1.48 1.68 2.41  -0.191
C: -0.55 0.81 1.36  -0.264
C: 2.14 1.79 1.15  -0.253
C: 0.18 0.92 0.19  0.077
C: 1.46 1.35 0.04  0.311
C: -0.56 0.50 -3.06  -0.434
C: -1.10 -0.79 -2.36  -0.462
C: -1.06 0.45 -1.61  0.119
N: -2.17 1.23 -1.19  0.488
O: -2.24 2.36 -1.63  -0.396
O: -2.93 0.78 -0.41  -0.365
F: 2.05 1.40 -1.15  -0.307
H: -0.19 1.21 3.54  0.225
H: 2.02 2.06 3.23  0.216
H: -1.38 0.18 1.30  0.251
H: 3.13 2.05 1.03  0.225
H: 0.47 0.49 -3.32  0.240
H: -1.22 1.11 -3.71  0.244
H: -2.15 -1.10 -2.65  0.234
H: -0.45 -1.67 -1.96  0.254

Output
2S+1 = 1
HOMO energy = -9.7284 eV
frontier orbital gap = 9.240 eV

=====

Q: Which of them is the most stable? A: A.

=====

A.
Density functional theory data (wB97M-V/def2-TZVPD) for a 2-piece molecular cluster, C7H8N2OS2 overall.

Each line ends with the natural charge from an NBO analysis.
Element x y z (Å)
C: 3.16 0.15 -0.90  -0.059
C: 3.52 0.34 0.37  -0.450
C: 1.11 -0.01 -0.04  0.020
C: -2.02 1.15 1.02  0.167
C: -2.40 1.72 -0.30  -0.629
C: -1.07 -0.47 -0.18  0.099
C: -0.87 -1.89 -0.34  -0.136
N: 1.82 -0.01 -1.12  -0.534
N: -1.38 0.05 1.05  -0.472
O: 0.00 -2.34 0.64  -0.686
S: 2.06 0.48 1.32  0.338
S: -1.90 0.47 -1.49  0.290
H: 3.83 -0.16 -1.81  0.217
H: 4.50 0.67 0.77  0.245
H: -2.29 1.65 1.89  0.197
H: -3.44 1.83 -0.16  0.244
H: -1.97 2.74 -0.42  0.252
H: -0.50 -2.27 -1.40  0.230
H: -1.99 -2.33 -0.35  0.179
H: -0.17 -1.77 1.45  0.488

Output
2S+1 = 1
HOMO energy (spin up / spin down) = -8.2491 / -8.2478 eV
frontier orbital gap (spin up / spin down) = 8.074 / 8.072 eV

=====

B.
Density functional theory data (wB97M-V/def2-TZVPD) for a 2-piece molecular cluster, C7H8N2OS2 overall.

Each line ends with the natural charge from an NBO analysis.
Element x y z (Å)
C: 2.96 1.05 0.63  -0.228
C: 2.06 1.73 -0.15  -0.202
C: 2.62 -0.20 1.12  -0.201
C: 0.88 1.12 -0.51  -0.195
C: 1.52 -0.89 0.64  -0.251
C: 0.59 -0.20 -0.16  0.118
C: -1.99 0.23 0.06  0.828
N: -3.11 -0.02 -0.56  -0.754
N: -0.39 -0.81 -0.93  -0.686
O: -1.55 0.69 1.05  -0.501
S: -4.77 0.51 0.13  0.167
S: -0.90 -2.38 -0.69  0.174
H: 4.03 1.36 0.57  0.213
H: 2.22 2.66 -0.44  0.201
H: 3.42 -0.84 1.61  0.209
H: 0.13 1.66 -0.97  0.205
H: 1.39 -1.93 1.08  0.228
H: -3.19 -0.62 -1.39  0.447
H: -5.01 -0.52 0.93  0.123
H: -0.91 -2.61 -2.01  0.106

Output
2S+1 = 1
HOMO energy (spin up / spin down) = -7.5798 / -7.5792 eV
frontier orbital gap (spin up / spin down) = 6.711 / 6.710 eV

=====

Q: Which of them is the most stable? A: B.

=====

A.
Density functional theory data (wB97M-V/def2-TZVPD) for one molecule with the formula C4H7NOSi.

Each line ends with the natural charge from an NBO analysis.
Element x y z (Å)
C: -1.25 -0.97 2.11  -0.309
C: 0.13 -0.82 2.35  0.296
C: -0.95 -0.52 -0.20  0.112
C: 1.32 1.15 -1.55  -1.119
N: -1.56 -0.79 0.80  -0.284
O: 0.97 -0.57 1.43  -0.645
Si: -0.31 0.25 -1.79  1.117
H: -1.92 -1.28 2.79  0.206
H: 0.35 -0.75 3.49  0.143
H: 1.21 2.11 -2.26  0.248
H: 1.38 1.55 -0.48  0.279
H: 2.32 0.60 -1.84  0.281
H: -1.64 0.70 -2.00  -0.149
H: -0.06 -0.65 -2.86  -0.176

Output
2S+1 = 1
HOMO energy = -7.9794 eV
frontier orbital gap = 8.101 eV

=====

B.
Density functional theory data (wB97M-V/def2-TZVPD) for C4H7NOSi as an isolated structure.

Each line ends with the natural charge from an NBO analysis.
Element x y z (Å)
C: -2.03 -1.82 -0.13  -0.129
C: -2.37 -0.94 -1.09  0.048
C: -0.37 -0.52 -0.52  0.010
C: 1.87 1.59 -0.21  -1.209
N: -0.70 -1.51 0.27  -0.473
O: -1.34 -0.15 -1.36  -0.420
Si: 1.46 -0.14 -1.00  1.010
H: -2.68 -2.47 0.35  0.212
H: -3.30 -0.73 -1.61  0.209
H: 2.55 1.50 0.65  0.257
H: 2.60 1.98 -0.94  0.240
H: 1.10 2.27 0.16  0.247
H: 1.29 0.51 2.95  0.018
H: 1.92 0.43 2.50  -0.019

Output
2S+1 = 1
HOMO energy = -8.4147 eV
frontier orbital gap = 7.662 eV

=====

Q: Which of them is the most stable? A: A.

=====

A.
Density functional theory data (wB97M-V/def2-TZVPD) for one molecule with the formula C4H5NO.

Each line ends with the Löwdin spin population.
Element x y z (Å)
C: -0.01 -0.83 0.24  0.181
C: -1.09 -0.36 1.05  0.430
C: 0.44 -2.16 0.18  0.544
C: 0.25 1.61 -0.56  0.057
N: 0.49 0.24 -0.30  0.418
O: -1.77 0.58 1.15  0.240
H: 1.20 -2.23 -0.46  0.037
H: -0.06 -2.91 0.64  0.043
H: 0.96 2.37 0.15  0.035
H: 0.38 1.78 -1.64  0.008
H: -0.80 1.92 -0.44  0.007

Output
2S+1 = 3
⟨S²⟩ = 2.04
HOMO energy (spin up / spin down) = -6.6902 / -9.2239 eV
frontier orbital gap (spin up / spin down) = 7.136 / 7.946 eV

=====

B.
Density functional theory data (wB97M-V/def2-TZVPD) for one molecule with the formula C4H5NO.

Each line ends with the Löwdin spin population.
Element x y z (Å)
C: 0.95 0.85 -1.31  0.513
C: -0.97 0.15 0.92  0.106
C: -1.13 -0.40 -0.44  0.722
C: 0.15 -0.66 0.29  0.099
N: 1.23 0.09 -0.29  0.136
O: 1.32 1.67 -2.07  0.305
H: -0.83 1.22 1.03  0.024
H: -1.50 -0.29 1.76  0.017
H: -1.85 -1.13 -0.77  0.044
H: 0.46 -1.60 0.72  0.006
H: 2.16 0.09 0.15  0.029

Output
2S+1 = 3
⟨S²⟩ = 2.01
HOMO energy (spin up / spin down) = -6.5262 / -9.8725 eV
frontier orbital gap (spin up / spin down) = 7.556 / 8.938 eV

=====

Q: Which of them is the most stable? A: B.

=====

A.
Density functional theory data (wB97M-V/def2-TZVPD) for an isolated ion of composition C4H6ClN2O and charge +1.

Each line ends with the natural charge from an NBO analysis.
Element x y z (Å)
O: 1.97 0.69 -0.90  -0.593
C: 0.73 0.84 -0.52  0.526
N: -0.11 0.45 -1.44  -0.569
C: -1.45 0.03 -1.04  0.268
N: -1.57 -0.78 -0.11  -0.339
C: -0.54 -1.25 0.82  -0.018
C: 0.02 -0.39 1.67  -0.355
Cl: -0.59 1.09 2.27  0.103
H: 2.54 1.03 -0.18  0.529
H: 0.39 1.21 0.40  0.222
H: 0.52 0.15 -2.30  0.466
H: -2.28 0.28 -1.77  0.239
H: -0.31 -2.30 0.79  0.259
H: 0.66 -1.06 2.31  0.262

Output
charge = +1
2S+1 = 1
structure (SMILES) = O/C=[NH+]/C=N\C=C/Cl
HOMO energy = -13.9502 eV
frontier orbital gap = 9.616 eV

=====

B.
Density functional theory data (wB97M-V/def2-TZVPD) for an isolated ion of composition C4H6ClN2O and charge +1.

Each line ends with the natural charge from an NBO analysis.
Element x y z (Å)
C: -1.15 -1.91 -0.14  -0.627
C: -0.78 -0.39 0.05  0.406
Cl: -2.24 0.68 0.25  0.025
N: 0.01 -0.12 1.14  -0.459
C: 0.92 0.73 1.22  0.315
N: 1.40 1.42 0.06  -0.591
C: 0.82 1.01 -1.09  0.590
O: -0.14 0.22 -1.23  -0.399
H: -0.30 -2.23 -0.76  0.243
H: -1.98 -1.95 -0.82  0.254
H: -1.29 -2.15 0.95  0.281
H: 1.54 1.04 2.18  0.246
H: 2.01 2.18 0.29  0.470
H: 1.20 1.46 -2.10  0.246

Output
charge = +1
2S+1 = 1
structure (SMILES) = C[C@@]1(Cl)N=C[NH+]=CO1
HOMO energy = -15.3615 eV
frontier orbital gap = 10.224 eV

=====

Q: Which of them is the most stable? A: B.

=====

A.
Density functional theory data (wB97M-V/def2-TZVPD) for a 2-piece molecular cluster, C4H2F2O overall.

Each line ends with the natural charge from an NBO analysis.
Element x y z (Å)
C: -2.61 2.04 -0.60  -0.025
C: -1.59 1.79 -0.08  -0.167
C: 0.36 0.19 0.33  -0.024
C: 1.54 0.67 -0.06  0.709
O: -0.34 -0.75 -0.33  -0.647
F: 2.12 0.35 -1.22  -0.299
F: 2.26 1.56 0.62  -0.281
H: -0.05 0.45 1.30  0.242
H: 0.03 -0.90 -1.21  0.491

Output
2S+1 = 1
HOMO energy (spin up / spin down) = -9.7053 / -9.7089 eV
frontier orbital gap (spin up / spin down) = 5.867 / 5.875 eV

=====

B.
Density functional theory data (wB97M-V/def2-TZVPD) for one molecule with the formula C4H2F2O.

Each line ends with the natural charge from an NBO analysis.
Element x y z (Å)
C: 2.17 0.92 -1.52  0.088
C: 1.09 0.48 -1.07  -0.533
C: -0.22 0.11 -0.34  0.008
C: -0.27 1.58 -0.37  0.884
O: -0.20 -0.51 0.96  -0.691
F: 0.23 2.43 0.58  -0.273
F: -0.73 2.28 -1.38  -0.258
H: -0.95 -0.46 -1.08  0.268
H: 0.62 -0.38 1.51  0.507

Output
2S+1 = 1
HOMO energy = -10.2106 eV
frontier orbital gap = 9.310 eV

=====

C.
Density functional theory data (wB97M-V/def2-TZVPD) for one molecule with the formula C4H2F2O.

Each line ends with the natural charge from an NBO analysis.
Element x y z (Å)
C: 0.24 0.33 -1.00  -0.497
C: -0.42 0.65 0.08  0.289
C: 1.45 -0.38 -1.13  0.401
C: -0.89 -1.03 1.72  0.541
O: -0.28 0.01 1.35  -0.508
F: 1.68 -0.80 -2.42  -0.341
F: -0.82 -1.21 3.09  -0.358
H: -0.06 0.83 -1.90  0.257
H: -0.91 1.61 0.20  0.216

Output
2S+1 = 1
HOMO energy (spin up / spin down) = -9.6957 / -9.6940 eV
frontier orbital gap (spin up / spin down) = 7.943 / 7.941 eV

=====

Q: Which of them is the most stable? A: B.